(1)
125
Properties=species:S:1:pos:R:3 method="wB97M-V/def2-TZVPD" lumo_energy_ev=-2.208 largest_force_ev_per_a=0.500 homo_lumo_gap_ev=7.3 e_tot_ev=-81289.6006 charge=+1 homo_energy_ha=-0.3502 multiplicity=1
In -0.680 0.154 0.896
O 1.175 -0.778 -0.020
C 2.217 -1.092 0.742
C 3.516 -0.819 0.284
C 4.626 -1.128 1.043
C 4.492 -1.745 2.289
C 3.230 -2.062 2.739
C 2.086 -1.740 1.997
C 0.799 -2.219 2.451
N -0.297 -1.788 1.947
N -1.450 -2.500 2.226
C -2.411 -2.112 1.429
O -2.286 -1.196 0.509
C -3.741 -2.752 1.570
C -4.809 -2.288 0.809
C -6.062 -2.868 0.937
C -6.252 -3.915 1.827
C -5.189 -4.377 2.594
C -3.937 -3.799 2.469
H 3.622 -0.354 -0.688
H 5.613 -0.896 0.662
H 5.366 -1.996 2.875
H 3.104 -2.578 3.685
H 0.752 -3.047 3.159
H -4.655 -1.451 0.139
H -6.893 -2.498 0.350
H -7.230 -4.367 1.931
H -5.339 -5.189 3.292
H -3.104 -4.147 3.062
N -2.776 -1.332 -2.386
C -2.254 -0.998 -3.710
C -1.202 -2.055 -4.062
C 0.041 -1.935 -3.182
N -0.306 -2.242 -1.749
C 0.645 -0.542 -3.303
C -0.321 0.603 -2.997
N -0.363 0.838 -1.529
C -1.657 0.410 -3.719
H -3.455 -2.084 -2.426
H -3.223 -0.547 -1.930
H -1.284 -1.869 -1.581
H -3.040 -1.023 -4.472
H -0.883 -1.939 -5.100
H -1.640 -3.054 -3.980
H 0.791 -2.663 -3.490
H 0.356 -1.798 -1.070
H -0.331 -3.245 -1.579
H 0.975 -0.445 -4.340
H 1.539 -0.456 -2.679
H 0.128 1.500 -3.437
H -0.657 1.799 -1.368
H 0.605 0.793 -1.206
H -1.467 0.661 -4.766
H -2.394 1.137 -3.365
O 0.777 1.808 0.839
P 1.593 2.958 1.382
N 2.078 2.698 2.917
C 2.550 3.754 3.837
C 3.842 3.186 4.409
C 3.526 1.695 4.514
C 2.722 1.405 3.245
N 2.879 3.132 0.370
C 2.868 2.782 -1.059
C 3.644 3.913 -1.724
C 4.687 4.267 -0.666
C 3.922 4.138 0.653
N 0.840 4.419 1.448
C -0.324 4.633 2.331
C -0.691 6.088 2.054
C -0.288 6.326 0.584
C 0.519 5.082 0.173
H 1.816 3.894 4.637
H 2.668 4.704 3.320
H 4.105 3.638 5.364
H 4.670 3.351 3.716
H 2.910 1.509 5.396
H 4.411 1.065 4.581
H 1.970 0.635 3.408
H 3.371 1.081 2.426
H 1.847 2.682 -1.430
H 3.381 1.829 -1.215
H 2.989 4.767 -1.912
H 4.082 3.611 -2.674
H 5.110 5.262 -0.794
H 5.508 3.549 -0.695
H 3.469 5.089 0.951
H 4.571 3.804 1.463
H -0.061 4.449 3.371
H -1.138 3.959 2.056
H -0.118 6.745 2.709
H -1.748 6.271 2.240
H 0.316 7.227 0.490
H -1.153 6.449 -0.066
H 1.431 5.329 -0.369
H -0.092 4.427 -0.459
C -4.239 1.469 -0.466
C -3.974 2.865 0.097
C -2.761 3.526 -0.550
C -3.916 2.824 1.611
C -4.933 3.459 2.316
C -4.989 3.430 3.696
C -4.013 2.723 4.377
C -2.976 2.065 3.721
C -2.035 1.241 4.580
C -2.273 -0.245 4.326
C -0.561 1.605 4.458
C -2.908 2.133 2.312
O -1.854 1.651 1.618
H -4.322 1.496 -1.558
H -5.171 1.065 -0.069
H -3.440 0.783 -0.171
H -4.838 3.484 -0.157
H -1.858 2.961 -0.320
H -2.625 4.539 -0.168
H -2.888 3.591 -1.635
H -5.697 3.988 1.757
H -5.781 3.936 4.231
H -4.051 2.668 5.459
H -2.322 1.444 5.616
H -2.156 -0.470 3.268
H -3.290 -0.531 4.598
H -1.573 -0.874 4.881
H -0.185 1.436 3.449
H 0.034 1.007 5.154
H -0.390 2.659 4.685



(2)
13
Properties=species:S:1:pos:R:3 method="wB97M-V/def2-TZVPD" lumo_energy_ev=0.976 largest_force_ev_per_a=2.479 homo_lumo_gap_ev=9.8 e_tot_ev=-15111.8321 homo_energy_ha=-0.3249 multiplicity=1
C -0.666 -0.146 0.513
C 0.280 1.030 0.070
C 1.187 0.025 -0.694
C 0.380 -1.169 0.064
H -2.841 0.741 0.352
H -0.895 -0.115 1.623
H 0.830 1.524 0.860
H -0.235 1.833 -0.473
H 1.043 0.008 -1.798
H 2.224 -0.001 -0.433
H 0.059 -1.939 -0.594
H 0.833 -1.656 0.908
S -2.200 -0.133 -0.397



(3)
13
Properties=species:S:1:pos:R:3 method="wB97M-V/def2-TZVPD" lumo_energy_ev=-5.546 largest_force_ev_per_a=5.347 homo_lumo_gap_ev=9.5 e_tot_ev=-8702.7454 charge=+1 homo_energy_ha=-0.5532 multiplicity=1
C -2.247 -0.192 0.053
C -1.938 1.065 -0.044
C -0.021 -1.067 -0.104
C 2.122 0.104 0.096
N -1.250 -1.175 -0.033
N 0.759 0.184 -0.032
N 0.149 1.223 -0.058
H -3.331 -0.593 0.354
H -2.189 2.150 -0.057
H 0.539 -1.930 -0.397
H 2.186 -0.678 0.741
H 2.517 -0.173 -0.903
H 2.704 1.081 0.383



(4)
44
Properties=species:S:1:pos:R:3 method="wB97M-V/def2-TZVPD" lumo_energy_ev="-6.435 / -10.441" largest_force_ev_per_a=3.099 homo_lumo_gap_ev="9.0 / 5.8" e_tot_ev=-35679.1011 charge=+2 homo_energy_ha="-0.5669 / -0.5969" multiplicity=3
Au 1.074 -0.238 -0.129
C -2.101 -1.082 1.655
Si -2.107 0.116 0.166
C -3.806 1.027 0.206
C -1.952 -0.819 -1.490
N -0.636 1.081 0.257
C -0.403 2.370 0.446
C -1.457 3.330 0.496
C -1.218 4.668 0.650
C 0.082 5.163 0.758
C 1.147 4.268 0.744
C 0.904 2.925 0.605
F 1.947 2.066 0.615
H -2.984 -1.709 1.589
H -2.130 -0.553 2.602
H -1.224 -1.720 1.643
H -4.560 0.251 0.106
H -3.927 1.717 -0.623
H -3.982 1.541 1.145
H -2.811 -1.471 -1.614
H -1.064 -1.443 -1.519
H -1.926 -0.148 -2.343
H -2.461 2.966 0.405
H -2.053 5.351 0.686
H 0.261 6.222 0.857
H 2.164 4.616 0.847
C 1.706 -3.663 2.898
C 1.720 -2.867 1.607
O 1.403 -1.483 1.853
H 1.609 -4.719 2.664
H 0.851 -3.363 3.501
H 2.622 -3.524 3.465
H 0.935 -3.216 0.933
H 2.688 -2.944 1.101
H 2.028 -1.143 2.510
N 1.879 -0.338 -3.168
C 2.334 -1.120 -4.154
C 2.493 -2.388 -3.626
C 2.103 -2.286 -2.296
N 1.738 -1.032 -2.028
H 1.663 0.647 -3.204
H 2.522 -0.750 -5.142
H 2.853 -3.257 -4.135
H 2.079 -3.047 -1.541